[1]
The following is a DFT calculation (ωB97M-V/def2-TZVPD) of C10H26AgN2O5 as an isolated structure in a non-equilibrium geometry.

Values from the calculation:
energy above the lowest of the compared OMol25 structures with the same formula, charge and spin	542.5	kJ/mol
HOMO (spin up / spin down)	-0.2287 / -0.2287	Ha
orbital gap (spin up / spin down)	0.1499 / 0.1111	Eh
charge	0
spin multiplicity	2
E_LUMO (spin up / spin down)	-2.14 / -3.20	eV
expectation value of S²	0.753

```
44
Properties=species:S:1:pos:R:3:forces:R:3
Ag -27.398704 29.556741 10.973056 0.49 -0.01 0.29
C -21.229313 28.376519 11.185722 -0.01 0.04 -0.19
C -22.730369 28.663130 11.088875 -1.57 -0.89 1.44
O -23.209031 29.199779 10.096340 0.32 1.07 -2.27
O -23.469005 28.346521 12.065347 0.53 -0.40 0.90
H -20.776301 29.361442 11.298897 0.34 -0.09 0.15
H -20.825541 27.930930 10.276592 -0.20 0.15 -0.21
H -20.966420 27.706858 12.004578 -0.18 0.30 0.17
O -29.334378 31.984841 9.254287 -0.02 -0.07 0.13
H -30.035736 32.533025 9.656919 0.10 -0.06 -0.04
C -29.700304 24.611231 7.677070 -0.89 0.27 -0.16
C -29.510945 25.512451 8.913482 1.49 -0.64 -0.56
C -28.844911 24.757729 10.048832 0.32 0.85 1.42
O -28.542312 25.676830 11.102104 -0.96 0.76 -0.79
C -28.266717 25.070699 12.306304 0.39 0.91 1.42
N -28.597948 26.601243 8.499469 -0.46 0.03 0.47
H -28.824910 24.604333 7.027651 0.16 0.02 0.21
H -30.490796 25.115863 7.121589 -0.07 -0.30 -0.42
H -29.991681 23.569011 7.807344 -0.14 0.06 0.44
H -30.460450 25.938969 9.236946 0.06 -0.11 0.18
H -27.842763 24.356637 9.897423 -0.20 -0.68 -1.24
H -29.519450 23.998977 10.445567 -0.05 -0.33 -0.14
H -29.136549 24.579316 12.742231 0.03 -0.64 -0.15
H -28.047160 25.884739 12.997133 -0.04 0.17 0.13
H -27.337692 24.501161 12.331437 -0.15 -0.67 -0.34
H -27.910160 26.088922 7.966021 0.61 0.49 -0.11
H -29.084035 27.182664 7.831807 -0.04 0.15 -0.23
C -27.449740 32.704117 15.935792 -0.29 -0.09 -0.29
C -27.952279 31.693871 14.910508 2.28 -1.18 -0.06
C -29.441730 31.385797 14.813841 1.32 1.90 -0.94
O -29.557723 30.481014 13.740084 -2.47 -1.00 0.56
C -30.969313 30.180334 13.534347 0.29 0.02 -0.47
N -27.278178 31.930206 13.603549 -1.15 0.25 -0.63
H -27.950454 33.666627 15.831092 -0.34 0.00 0.45
H -26.407961 32.927403 15.705697 0.07 -0.24 0.14
H -27.488071 32.250543 16.926189 -0.24 0.54 0.20
H -27.451997 30.759864 15.166336 -0.32 -0.37 0.46
H -29.915702 32.337991 14.575585 -0.43 0.32 -0.50
H -29.907825 31.158840 15.772665 0.24 -0.98 0.07
H -31.456696 30.961093 12.950444 0.11 0.41 0.09
H -31.552397 30.043493 14.445052 0.36 0.12 0.35
H -31.136388 29.273617 12.952904 0.69 -0.16 0.02
H -27.391779 32.900550 13.347372 -0.09 0.25 -0.27
H -26.279615 31.794873 13.671764 0.07 -0.18 0.32
```
Positions in Å, forces in eV/Å.

These are the Löwdin partial charges, in e, on atoms 1 to 4: 0.87, -0.04, -0.84, -0.10

***

[2]
The following is a DFT calculation (ωB97M-V/def2-TZVPD) of C26H36N5O2PtSi2 as an isolated structure in a non-equilibrium geometry.

Values from the calculation:
energy above the lowest of the compared OMol25 structures with the same formula, charge and spin	0.0	kJ/mol
HOMO	-0.1140	Ha
orbital gap	0.1568	Eh
charge	-1
E_LUMO	1.16	eV

```
72
Properties=species:S:1:pos:R:3:forces:R:3
Pt 0.370418 -0.112737 0.047786 -0.02 1.44 -1.36
C -3.902665 1.158750 -1.816785 0.31 -0.05 0.69
Si -2.932426 0.731009 -0.196118 -0.26 0.38 -0.19
C -3.379859 -1.091876 0.114479 0.40 0.48 0.06
C -3.638317 1.705164 1.311972 0.17 -0.34 -0.62
N -1.229818 1.072914 -0.408078 -0.41 -2.29 0.72
C -0.801699 2.331052 -0.656391 0.79 2.21 -0.67
C -1.667312 3.425686 -0.833664 0.36 -0.78 0.10
C -1.212017 4.688748 -1.125562 0.61 0.72 -0.10
C 0.158629 4.930183 -1.199107 -0.84 0.48 -0.09
C 1.042245 3.896941 -1.013709 0.04 -0.91 0.21
C 0.609888 2.574025 -0.786524 -1.58 1.57 -0.18
N 1.444884 1.520331 -0.714677 0.35 -2.82 0.70
Si 3.169108 1.715026 -0.951914 0.41 0.01 -0.26
C 4.202711 0.116501 -1.026618 -0.53 0.38 0.08
C 3.503863 2.428290 -2.712401 -0.22 0.02 0.74
C 3.859241 2.841715 0.450723 -0.16 -0.36 -0.63
H -4.938088 0.836491 -1.746545 -0.23 -0.13 0.09
H -3.455558 0.649004 -2.666057 0.16 -0.17 -0.08
H -3.907976 2.216780 -2.056451 0.03 0.15 0.01
H -4.450805 -1.190510 0.271354 -0.21 0.15 -0.04
H -2.875516 -1.473429 0.992017 0.01 -0.04 0.24
H -3.107801 -1.725452 -0.721772 0.09 -0.14 -0.30
H -4.584928 1.297001 1.659784 -0.17 -0.15 -0.02
H -3.791827 2.761633 1.109962 0.02 0.11 -0.08
H -2.924948 1.636994 2.128609 0.20 -0.05 0.12
H -2.722657 3.266678 -0.731032 -0.28 0.03 -0.02
H -1.915886 5.494516 -1.280507 -0.07 0.09 0.04
H 0.528843 5.928847 -1.391292 0.01 0.06 -0.01
H 2.097871 4.105196 -1.034881 0.17 0.04 -0.04
H 3.601715 -0.719264 -1.359980 -0.11 -0.15 -0.12
H 4.612856 -0.146752 -0.060175 0.12 -0.11 0.28
H 5.023596 0.238233 -1.728686 0.15 0.23 -0.07
H 3.077944 1.761620 -3.456343 -0.13 -0.21 -0.08
H 4.571514 2.488058 -2.902897 0.27 -0.02 0.06
H 3.081116 3.411730 -2.875772 -0.12 0.20 -0.06
H 3.126592 2.894858 1.251522 -0.17 0.00 0.10
H 4.064917 3.855139 0.117431 0.01 0.19 -0.08
H 4.776947 2.442062 0.869487 0.21 -0.17 0.05
N 1.880638 1.194623 4.200612 0.21 -0.10 0.16
C 1.549422 0.755114 2.938129 -0.84 0.83 0.06
O 0.525509 1.171221 2.386588 0.39 -0.08 0.73
C 2.479260 -0.158647 2.332150 -0.28 0.23 -0.03
C 2.121566 -0.761026 1.140568 -0.49 0.10 -0.12
N 2.007850 -1.452413 0.182416 0.51 -0.89 -0.47
C 3.669196 -0.483355 2.963142 0.62 -0.23 0.27
N 4.640932 -0.716275 3.544855 0.26 -0.13 0.15
H 1.172934 1.695253 4.708610 -0.06 -0.02 -0.13
H 2.546838 0.659493 4.731936 0.04 0.09 0.06
C 1.243440 -8.137011 2.182543 -0.01 0.10 0.03
C 0.739324 -6.780522 1.787550 -0.08 0.36 0.01
C 1.075185 -5.630207 2.485930 0.06 -0.54 -0.04
C 0.625347 -4.378937 2.106146 -0.23 0.70 -0.26
C 1.043815 -3.220920 2.959346 -0.12 0.13 -0.01
C -0.178085 -4.223712 0.940750 0.38 -1.61 1.07
C -0.642268 -2.978282 0.425965 -0.42 3.30 0.38
O -0.603029 -1.819975 0.961284 0.33 -2.92 -0.82
C -0.570168 -5.419671 0.260235 -0.04 0.57 -0.01
C -1.525527 -5.413034 -0.903137 0.00 0.01 -0.04
C -0.111158 -6.642212 0.693109 0.12 -0.28 0.05
H 1.854278 -8.084665 3.081118 0.04 -0.02 0.02
H 1.844442 -8.560708 1.376529 0.02 -0.04 0.02
H 0.411285 -8.816827 2.370296 0.00 -0.03 -0.01
H 1.711104 -5.708415 3.360792 -0.01 0.04 0.01
H 1.057082 -3.510074 4.011401 0.02 -0.05 -0.03
H 0.382971 -2.371429 2.824776 0.14 0.06 0.09
H 2.054840 -2.915474 2.686266 -0.01 0.07 0.01
H -1.130143 -3.051586 -0.552561 0.17 0.20 -0.06
H -1.129241 -4.859078 -1.752720 0.00 0.04 -0.07
H -2.482235 -4.968232 -0.627579 -0.02 0.02 -0.05
H -1.707672 -6.437715 -1.225073 -0.03 0.05 -0.03
H -0.420497 -7.539689 0.170802 -0.05 0.00 -0.09
```
Positions in Å, forces in eV/Å.

These are the Löwdin partial charges, in e, on atoms 1 to 4: 1.16, -0.17, 0.48, -0.18

***

[3]
The following is a DFT calculation (ωB97M-V/def2-TZVPD) of a 2-piece molecular cluster, C2H8N2O overall in a non-equilibrium geometry.

Values from the calculation:
energy above the lowest of the compared OMol25 structures with the same formula, charge and spin	545.6	kJ/mol
HOMO (spin up / spin down)	-0.2579 / -0.2922	Ha
orbital gap (spin up / spin down)	0.2656 / 0.3179	Eh
charge	0
E_LUMO (spin up / spin down)	0.21 / 0.70	eV

```
13
Properties=species:S:1:pos:R:3:forces:R:3
C -0.024421 1.035688 -0.699080 -0.98 0.69 -0.38
C -0.887958 -0.143059 -0.783822 0.07 0.28 0.63
N -0.141167 -0.869919 0.255713 -0.59 -0.19 0.56
N -0.639128 -0.599111 1.552754 0.08 -0.21 -0.72
O 1.966814 0.091813 -0.597810 0.12 -1.17 0.45
H 2.452273 0.591051 0.069677 -0.08 -0.17 0.01
H 1.233539 -0.569687 -0.087917 1.26 1.20 -0.51
H -1.570365 -0.999289 1.678906 0.04 0.10 -0.15
H -0.020778 -1.040188 2.224079 0.03 0.07 -0.10
H 0.428786 1.501361 -1.560837 0.13 -0.22 0.05
H -0.051306 1.631303 0.202498 -0.06 -0.23 0.10
H -1.933842 0.037957 -0.518589 -0.02 -0.16 -0.03
H -0.812447 -0.667920 -1.735572 -0.02 0.00 0.10
```
Positions in Å, forces in eV/Å.

These are the Löwdin partial charges, in e, on atoms 1 to 4: 0.03, -0.29, -0.14, -0.01

***

Sequential E output: -1029.0028 -2135.0577 -265.5753 Ha